The following is a quantum chemistry calculation of a molecular structure, C15H16I2LaO4SSc, from the Open Molecules 2025 dataset.

Summary:
* charge: +4
* E_HOMO (alpha / beta): -20.95 / -20.94 eV
* frontier orbital gap (alpha / beta): 5.845 / 5.164 eV

Positions of all 40 atoms, in Å:
I 4.360 -1.439 -0.802
I 4.331 1.455 -0.779
La 0.621 1.272 0.315
Sc 0.297 -1.473 0.048
S 1.060 -0.239 -1.947
C -1.012 -2.770 -1.265
C -0.544 -2.756 1.565
C -0.007 -0.008 -3.421
C 0.548 1.275 -4.043
C -1.510 -0.005 -3.229
C 0.548 -1.295 -4.071
C -0.656 2.919 1.698
C -1.105 2.864 -1.351
O -0.891 -3.533 2.357
O -1.603 -3.511 -1.944
O -0.957 3.683 2.527
O -1.681 3.593 -2.030
H 0.172 1.286 -5.065
H 1.645 1.257 -4.038
H 0.211 2.171 -3.507
H -1.903 -0.002 -4.258
H -1.868 0.896 -2.705
H -1.868 -0.903 -2.706
H 0.173 -1.289 -5.074
H 0.213 -2.177 -3.516
H 1.646 -1.260 -4.045
C 2.035 0.036 1.678
C 3.093 0.631 2.625
C 4.087 -0.171 3.206
C 4.844 0.321 4.254
C 4.660 1.647 4.686
C 3.716 2.462 4.049
C 2.958 1.986 3.006
H 1.460 -0.739 2.210
H 2.572 -0.380 0.789
H 4.183 -1.219 2.866
H 5.576 -0.326 4.757
H 5.241 2.034 5.524
H 3.555 3.496 4.389
H 2.178 2.591 2.503


The following is a quantum chemistry calculation of a molecular structure, C15H16N2O11P2W, from the Open Molecules 2025 dataset.

Summary:
* E_HOMO (alpha / beta): -7.21 / -7.21 eV
* frontier orbital gap (alpha / beta): 5.092 / 5.093 eV

Positions of all 47 atoms, in Å:
W 0.475 -0.682 1.154
C 0.945 -2.690 2.011
C -0.137 -2.173 2.795
C 0.352 -1.057 3.524
C 1.724 -0.899 3.239
C 2.106 -1.861 2.258
H 0.954 -3.662 1.523
H -1.069 -2.691 2.978
H -0.184 -0.523 4.301
H 2.393 -0.217 3.754
H 3.130 -2.141 2.021
O -3.284 1.465 1.505
P -2.246 0.458 0.877
O -2.333 0.411 -0.589
O -0.878 0.743 1.504
O -2.643 -0.962 1.556
P -2.246 -2.237 0.549
O -3.258 -2.075 -0.637
O -2.291 -3.504 1.259
O -0.866 -1.732 0.083
H -3.038 1.767 2.378
H -3.173 -1.175 -0.996
N 1.563 3.380 0.201
C 1.262 3.397 1.622
C 1.212 1.963 2.169
O 0.732 1.743 3.272
O 1.736 1.049 1.424
H 1.894 4.280 -0.125
H 0.200 2.812 -0.679
H 2.272 2.670 0.029
H 0.276 3.842 1.779
H 1.987 3.960 2.228
O 1.550 -1.584 -0.507
C 0.950 -0.766 -1.301
N 0.580 0.421 -0.715
C -0.023 1.189 -1.658
O -0.326 2.454 -1.462
C -0.084 0.485 -2.893
C -0.594 0.818 -4.146
C -0.454 -0.096 -5.168
C 0.168 -1.331 -4.953
C 0.667 -1.692 -3.716
C 0.548 -0.780 -2.672
H -1.096 1.762 -4.285
H -0.837 0.128 -6.153
H 0.257 -2.007 -5.789
H 1.126 -2.656 -3.548